(1)
15
Properties=species:S:1:pos:R:3:lowdin_charge:R:1 method="wB97M-V/def2-TZVPD" de_lowest_kcal_mol=110.4 e_homo_ev=-2.729 fmax_ev_per_a=5.52 orbital_gap_ev=6.00 total_charge=-1
C -0.931 0.095 0.581 -0.28
C 0.168 0.096 -0.570 -0.10
C -0.613 0.517 -1.799 -0.60
O -0.492 1.603 -2.327 0.10
O -1.393 -0.568 -2.164 0.04
N -0.405 -0.791 1.583 -0.03
H -1.755 -0.438 0.105 0.09
H -1.153 1.161 0.820 0.12
H 0.371 -0.984 -0.574 0.12
H 1.015 0.690 -0.223 0.10
H -0.848 -0.786 2.506 0.06
H 0.611 -0.784 1.740 0.03
H -0.509 -0.421 -2.745 0.17
H 3.239 0.692 1.453 -0.21
O 2.696 -0.081 1.613 -0.61

(2)
15
Properties=species:S:1:pos:R:3:lowdin_charge:R:1 method="wB97M-V/def2-TZVPD" de_lowest_kcal_mol=71.3 e_homo_ev=-2.574 fmax_ev_per_a=0.76 orbital_gap_ev=6.19 total_charge=-1
C 1.246 -0.035 -0.384 -0.60
O 2.470 -0.375 -0.719 -0.34
C 1.135 0.820 0.899 -0.31
N -0.256 1.064 1.293 -0.03
H 0.649 0.542 -1.178 0.08
H 0.521 -0.918 -0.190 0.07
H 1.630 0.270 1.698 0.09
H 1.727 1.741 0.715 0.09
H -0.316 1.651 2.113 0.04
H -0.785 1.478 0.536 0.04
O -2.390 0.092 -0.786 0.05
C -1.705 -0.845 -1.056 -0.44
O -1.936 -2.088 -0.576 0.05
H -0.881 -0.809 -1.770 0.11
H -1.110 -2.586 -0.594 0.10

(3)
15
Properties=species:S:1:pos:R:3:lowdin_charge:R:1 method="wB97M-V/def2-TZVPD" de_lowest_kcal_mol=39.1 e_homo_ev=-3.634 fmax_ev_per_a=2.47 orbital_gap_ev=7.49 total_charge=-1
O -0.699 2.413 -0.489 0.01
C 0.117 1.653 -0.003 -0.58
N -0.178 0.437 0.535 0.05
C -1.258 -0.427 -0.038 -0.45
O -0.643 -1.328 -0.832 -0.30
C 1.636 1.956 0.008 -0.03
H 0.574 -0.126 0.915 0.12
H -1.942 0.224 -0.628 0.09
H -1.896 -0.778 0.829 0.10
H 2.195 2.150 0.944 0.07
H 2.067 1.300 -0.736 0.07
H 1.596 2.949 -0.421 0.05
H -0.871 -2.735 -0.111 -0.03
H 0.122 -3.941 -0.023 -0.01
O -0.819 -3.748 0.050 -0.18

(4)
15
Properties=species:S:1:pos:R:3:lowdin_charge:R:1 method="wB97M-V/def2-TZVPD" de_lowest_kcal_mol=17.5 e_homo_ev=-4.753 fmax_ev_per_a=1.20 orbital_gap_ev=8.97 total_charge=-1
C -0.556 -0.176 1.439 -0.31
O -0.164 -1.510 1.219 -0.12
C -1.538 0.321 0.385 -0.28
N -1.611 1.792 0.428 -0.02
H -0.980 -0.131 2.442 0.10
H 0.304 0.498 1.395 0.11
H 0.434 -1.482 0.435 0.02
H -1.142 -0.043 -0.561 0.09
H -2.540 -0.086 0.517 0.10
H -2.449 2.098 -0.046 0.04
H -0.826 2.153 -0.097 0.05
O 1.488 -1.281 -0.940 -0.12
C 1.766 -0.184 -1.483 -0.64
O 1.264 0.934 -1.299 -0.11
H 2.462 -0.279 -2.359 0.09

(5)
15
Properties=species:S:1:pos:R:3:lowdin_charge:R:1 method="wB97M-V/def2-TZVPD" de_lowest_kcal_mol=25.6 e_homo_ev="-10.941 / -10.670" s2=0.76 fmax_ev_per_a=4.15 orbital_gap_ev="11.57 / 6.67" total_charge=0 spin_multiplicity=2
O 2.060 -0.431 1.198 0.26
C 1.402 -0.489 0.163 -0.60
O 1.770 -0.694 -0.995 0.08
C -0.089 -0.052 0.206 -0.26
C -0.794 -1.063 1.204 -0.02
N -0.842 -0.147 -1.131 0.10
H -0.131 0.991 0.594 0.14
H -0.426 -1.068 2.181 0.07
H -1.827 -1.089 1.086 0.07
H -0.500 -1.990 0.829 0.07
H -0.092 -0.015 -1.794 0.07
H -1.131 -1.111 -1.026 0.07
H -2.729 1.821 -1.108 0.03
H -1.771 2.061 0.064 -0.01
O -2.406 2.506 -0.497 -0.07

(6)
15
Properties=species:S:1:pos:R:3:lowdin_charge:R:1 method="wB97M-V/def2-TZVPD" de_lowest_kcal_mol=28.9 e_homo_ev=-15.179 smiles="[NH3+][C@@H](CO)C(=O)O" fmax_ev_per_a=4.39 orbital_gap_ev=11.31 total_charge=+1
O -1.023 1.818 -0.700 0.17
C -0.844 0.841 -0.029 -0.49
O -1.886 0.062 0.270 0.11
C 0.396 0.204 0.542 -0.16
C 1.662 -0.114 -0.404 -0.21
O 1.539 -1.241 -1.161 0.00
N 0.009 -1.022 1.311 0.20
H -2.779 0.377 0.062 0.16
H 1.031 0.932 1.298 0.23
H 2.364 -0.221 0.405 0.11
H 1.930 0.845 -0.952 0.17
H 1.191 -1.151 -2.068 0.14
H -0.767 -0.946 2.044 0.22
H -0.304 -1.629 0.542 0.17
H 0.900 -1.454 1.643 0.19

(7)
15
Properties=species:S:1:pos:R:3:lowdin_charge:R:1 method="wB97M-V/def2-TZVPD" de_lowest_kcal_mol=46.9 e_homo_ev=-15.017 fmax_ev_per_a=5.75 orbital_gap_ev=12.05 total_charge=+1
C 0.300 -1.395 1.992 0.00
C -0.740 0.129 -1.932 -0.31
C 0.574 0.552 0.668 -0.32
N -1.141 1.330 -2.098 0.18
O -0.039 -0.108 1.554 0.01
O -0.181 -0.389 -0.941 0.03
O 1.797 0.544 0.457 0.24
H -0.594 -1.536 2.675 0.15
H 1.377 -1.479 2.171 0.10
H -1.096 -0.516 -2.676 0.14
H 0.046 1.421 0.342 0.16
H -1.766 1.642 -2.907 0.18
H -1.016 2.154 -1.503 0.14
H 0.136 -2.224 1.264 0.12
H 2.344 -0.125 0.933 0.18

(8)
16
Properties=species:S:1:pos:R:3:lowdin_charge:R:1 method="wB97M-V/def2-TZVPD" de_lowest_kcal_mol=30.3 e_homo_ev=-9.774 fmax_ev_per_a=3.42 orbital_gap_ev=9.93 total_charge=0
C 2.261 -0.963 -0.170 -0.02
C 1.594 0.280 0.494 -0.45
C 0.443 0.830 -0.427 -0.07
N -2.303 0.417 1.441 -0.12
O -2.778 0.397 -1.058 -0.11
O -1.521 -1.605 -0.235 -0.26
O 1.744 0.632 1.639 0.07
P -2.042 -0.307 0.106 0.41
H 1.476 -1.312 -0.889 0.08
H 2.648 -1.739 0.510 0.09
H 0.918 1.268 -1.339 0.11
H -0.167 -0.144 -0.705 0.04
H -0.208 1.502 0.078 0.04
H -1.969 0.025 2.285 -0.01
H -3.147 1.285 -0.900 0.11
H 3.051 -0.566 -0.830 0.08

(9)
16
Properties=species:S:1:pos:R:3:lowdin_charge:R:1 method="wB97M-V/def2-TZVPD" de_lowest_kcal_mol=0.0 e_homo_ev="-4.747 / -9.849" s2=2.01 fmax_ev_per_a=13.59 orbital_gap_ev="5.26 / 7.78" total_charge=0 spin_multiplicity=3
C -2.116 -1.148 0.131 0.09
C -1.026 -0.562 0.451 -0.50
C -0.687 0.060 1.709 -0.06
N 1.350 1.895 -0.475 -0.18
O 2.562 -0.370 -0.226 -0.16
O 1.373 -0.051 -2.421 -0.12
O -0.093 -0.530 -0.568 -0.15
P 1.280 0.397 -0.883 0.46
H -2.265 -1.574 -0.796 0.05
H -2.887 -1.088 0.809 0.05
H -0.585 -0.773 2.581 0.13
H 0.226 0.684 1.588 0.07
H -1.596 0.581 1.987 0.07
H 0.616 2.544 -0.966 0.05
H 3.314 0.327 -0.237 0.13
H 0.534 -0.393 -2.685 0.06

(10)
16
Properties=species:S:1:pos:R:3:lowdin_charge:R:1 method="wB97M-V/def2-TZVPD" de_lowest_kcal_mol=4.1 e_homo_ev="-10.820 / -10.631" s2=0.76 fmax_ev_per_a=1.00 orbital_gap_ev="10.99 / 6.68" total_charge=0 spin_multiplicity=2
C 1.207 -0.123 -0.301 -0.15
C 1.271 -1.254 -1.328 -0.21
O 2.464 -1.172 -2.096 -0.05
N -0.110 0.106 0.158 0.24
C -0.818 1.436 0.007 -0.68
O -1.811 1.437 0.744 0.05
O -0.259 2.204 -0.740 0.08
H 1.562 0.802 -0.739 0.13
H 1.830 -0.365 0.547 0.15
H 1.258 -2.234 -0.875 0.12
H 0.432 -1.204 -2.013 0.13
H 3.004 -0.411 -1.831 0.09
H -0.515 -0.540 0.830 0.17
H -3.789 0.853 2.420 0.03
H -2.462 0.286 2.342 -0.02
O -3.265 0.179 2.874 -0.08

(11)
15
Properties=species:S:1:pos:R:3:lowdin_charge:R:1 method="wB97M-V/def2-TZVPD" de_lowest_kcal_mol=7.7 e_homo_ev=-2.339 fmax_ev_per_a=1.50 orbital_gap_ev=5.16 total_charge=-1
N 0.276 -1.029 0.058 0.05
C -0.374 -1.509 1.185 -0.31
C -3.687 -1.129 2.910 -0.16
O -3.767 -2.276 3.246 -0.02
C -1.305 -2.449 1.294 -0.06
S 1.437 1.359 -2.568 -0.46
S 2.571 2.674 -1.498 -0.17
H -0.204 -1.218 -0.814 0.07
H 0.477 -0.053 0.075 0.03
H 0.205 -1.210 2.057 0.10
H -3.605 -0.730 1.893 0.08
H -3.743 -0.343 3.669 0.07
H -1.770 -2.778 2.204 0.01
H -1.689 -2.979 0.424 0.05
H 3.871 2.387 -1.707 -0.28

(12)
13
Properties=species:S:1:pos:R:3:lowdin_charge:R:1 method="wB97M-V/def2-TZVPD" de_lowest_kcal_mol=57.3 e_homo_ev=-6.646 fmax_ev_per_a=5.38 orbital_gap_ev=6.61 total_charge=0
C 0.884 -0.146 0.846 -0.08
C -1.475 -0.864 0.392 -0.04
C -0.390 0.167 0.134 -0.53
N -0.624 1.261 -0.443 -0.48
P -0.324 2.416 -1.377 0.65
H 1.172 -1.193 0.576 0.10
H 1.642 0.562 0.532 0.05
H 0.555 -0.019 1.914 0.10
H -1.652 -1.531 -0.523 0.11
H -2.463 -0.426 0.548 0.08
H -1.116 -1.434 1.120 0.01
H 1.722 0.492 -1.545 -0.01
H 2.069 0.716 -2.173 0.05

(13)
13
Properties=species:S:1:pos:R:3:lowdin_charge:R:1 method="wB97M-V/def2-TZVPD" de_lowest_kcal_mol=52.9 e_homo_ev=-9.313 smiles=C#P.CCN fmax_ev_per_a=4.94 orbital_gap_ev=9.44 total_charge=0
C 0.364 0.166 1.326 -0.19
C -1.065 2.553 -2.091 -0.45
C -0.278 -0.950 0.391 -0.37
N 0.527 -1.945 -0.291 -0.04
P 0.129 2.002 -1.203 0.79
H 0.649 -0.088 2.341 0.05
H 1.222 0.700 0.860 0.01
H -0.420 0.922 1.466 0.04
H 0.888 -2.696 0.272 0.05
H -1.593 2.682 -2.975 -0.11
H 1.434 -1.460 -0.610 0.09
H -0.862 -0.267 -0.318 0.05
H -0.996 -1.619 0.830 0.09

(14)
13
Properties=species:S:1:pos:R:3:lowdin_charge:R:1 method="wB97M-V/def2-TZVPD" de_lowest_kcal_mol=44.7 e_homo_ev=-9.154 smiles=C#P.CCN fmax_ev_per_a=5.00 orbital_gap_ev=9.56 total_charge=0
C 1.437 0.025 0.856 -0.09
C -3.550 -0.685 0.586 -0.56
C 1.398 0.041 -0.771 -0.32
N 0.158 0.657 -1.166 -0.05
P -3.688 -0.223 -0.858 0.69
H 1.139 0.954 1.249 0.03
H 0.730 -0.779 1.212 0.07
H 2.468 -0.351 1.155 0.08
H 0.081 1.374 -0.483 0.03
H -3.210 -0.845 1.582 -0.08
H -0.661 0.048 -0.950 0.03
H 1.492 -0.893 -1.362 0.11
H 2.205 0.678 -1.052 0.08

(15)
13
Properties=species:S:1:pos:R:3:lowdin_charge:R:1 method="wB97M-V/def2-TZVPD" de_lowest_kcal_mol=95.1 e_homo_ev="-4.670 / -9.279" s2=2.02 fmax_ev_per_a=4.16 orbital_gap_ev="5.84 / 6.21" total_charge=0 spin_multiplicity=3
C -1.113 0.513 -0.710 -0.20
C -0.834 -0.683 0.281 -0.19
C -0.391 0.689 0.541 -0.30
N 1.533 0.964 0.615 -0.29
P 2.485 -0.168 -0.312 0.77
H -0.773 0.499 -1.825 0.11
H -2.107 0.875 -0.824 0.06
H -1.793 -0.954 0.765 0.09
H -0.068 -1.397 -0.074 0.04
H -0.585 1.192 1.536 0.12
H 1.630 1.947 0.408 -0.01
H 2.377 -1.179 0.621 -0.11
H 1.446 -0.852 -1.142 -0.09

(16)
13
Properties=species:S:1:pos:R:3:lowdin_charge:R:1 method="wB97M-V/def2-TZVPD" de_lowest_kcal_mol=25.3 e_homo_ev=-2.766 fmax_ev_per_a=1.72 orbital_gap_ev=6.84 total_charge=-1
S 2.544 -0.693 0.782 -0.08
H 3.775 -1.079 1.011 -0.49
C -0.816 0.282 -2.189 -0.07
C -0.359 -0.001 -0.943 -0.30
N -1.006 0.278 0.215 -0.12
C -0.385 0.016 1.520 -0.21
H -1.749 0.748 -2.421 0.00
H -0.182 0.123 -3.077 0.02
H 0.693 -0.390 -0.758 0.00
H -1.761 0.962 0.199 0.12
H -1.170 0.034 2.333 0.07
H 0.049 -1.040 1.541 0.03
H 0.367 0.761 1.787 0.02

(17)
13
Properties=species:S:1:pos:R:3:lowdin_charge:R:1 method="wB97M-V/def2-TZVPD" de_lowest_kcal_mol=34.4 e_homo_ev=-2.150 fmax_ev_per_a=1.25 orbital_gap_ev=6.16 total_charge=-1
C -0.258 0.101 2.388 -0.75
S 1.327 -0.649 1.900 0.03
H -0.239 1.185 2.255 -0.02
H -0.596 -0.060 3.416 -0.03
H -1.097 -0.305 1.806 -0.03
C 1.156 -0.057 -1.446 -0.20
C -1.174 0.101 -1.595 -0.11
N -0.070 0.668 -1.779 -0.10
H 1.766 0.665 -0.920 0.05
H 0.976 -0.899 -0.770 -0.01
H 1.535 -0.493 -2.365 0.06
H -2.109 0.622 -1.792 0.05
H -1.216 -0.880 -1.098 0.07

(18)
13
Properties=species:S:1:pos:R:3:lowdin_charge:R:1 method="wB97M-V/def2-TZVPD" de_lowest_kcal_mol=44.1 e_homo_ev=-2.421 smiles=NCCC[S-] fmax_ev_per_a=4.05 orbital_gap_ev=6.52 total_charge=-1
C 0.504 0.515 0.262 -0.37
C 1.131 -0.137 -0.966 -0.80
S 1.755 -1.871 -0.808 0.07
C -0.996 0.469 0.730 -0.32
N -1.371 -0.974 0.646 -0.06
H 1.275 0.273 1.056 0.09
H 0.560 1.641 0.076 0.09
H 0.471 -0.197 -1.716 -0.04
H 1.913 0.646 -1.242 0.06
H -0.858 0.814 1.886 0.12
H -1.487 1.121 -0.101 0.11
H -0.579 -1.232 -0.012 -0.01
H -2.317 -1.068 0.188 0.06